Record 1
13
Properties=species:S:1:pos:R:3 method="wB97M-V/def2-TZVPD" homo_lumo_gap_ev=10.330
C 0.928 1.192 -1.163
C -0.929 -1.021 0.522
O 2.148 -0.782 0.193
O 2.882 -0.462 -2.120
O -0.401 0.913 -1.331
O 0.489 -1.367 -1.721
P -0.938 -0.712 -1.315
S 1.855 -0.401 -1.146
H 1.323 1.770 -2.000
H 1.145 1.658 -0.201
H -1.107 -2.083 0.685
H -1.738 -0.460 0.986
H 0.027 -0.756 0.976

=====

Record 2
13
Properties=species:S:1:pos:R:3 method="wB97M-V/def2-TZVPD" homo_lumo_gap_ev=8.136 charge=-1
C -0.220 -1.566 0.517
C 0.303 -0.210 0.879
O 0.538 0.091 -1.834
O 0.574 2.151 -0.459
O 2.485 0.636 -0.475
O 0.573 0.219 1.971
S -1.970 1.081 0.099
S 1.047 0.662 -0.601
H -1.292 -1.617 0.701
H 0.277 -2.318 1.134
H -0.026 -1.738 -0.540
H -0.443 2.009 -0.265
H -1.846 0.600 -1.127

=====

Record 3
12
Properties=species:S:1:pos:R:3 method="wB97M-V/def2-TZVPD" homo_lumo_gap_ev=3.685
Tl 2.105 -1.286 -0.788
C -2.531 0.582 0.215
C -1.115 -0.020 0.086
O -0.337 0.456 -0.795
O -0.756 -1.023 0.658
H -2.545 1.603 -0.165
H -2.914 0.674 1.231
H -3.211 0.016 -0.422
O 3.203 1.030 -1.826
H 3.051 1.802 -2.404
O 2.117 -2.154 1.977
H 2.933 -1.681 2.233

=====

Record 4
9
Properties=species:S:1:pos:R:3 method="wB97M-V/def2-TZVPD" homo_lumo_gap_ev=9.758
C -0.364 0.984 -0.006
C 0.251 -0.215 -0.647
O 1.287 -0.750 0.063
P -1.575 -0.536 -0.002
H -0.054 1.421 0.860
H -0.504 1.773 -0.620
H 0.178 -0.331 -1.794
H 1.205 -1.674 0.175
H -0.964 -1.401 1.510

=====

Record 5
10
Properties=species:S:1:pos:R:3 method="wB97M-V/def2-TZVPD" homo_lumo_gap_ev="6.746 / 6.448"
C 2.476 -1.005 0.243
C -2.062 0.585 -0.181
O 0.965 1.163 0.033
P -1.403 -1.066 0.047
S 1.110 -0.202 -0.412
H 2.940 -0.567 1.113
H -1.442 1.360 -0.908
H -1.969 1.162 0.694
H -2.987 0.609 -0.666
H 2.370 -2.038 0.038

=====

Record 6
10
Properties=species:S:1:pos:R:3 method="wB97M-V/def2-TZVPD" homo_lumo_gap_ev="7.155 / 7.156"
C -1.598 1.888 -0.054
C 1.513 -0.954 0.957
O 0.629 -1.941 -1.267
P 0.646 -0.478 -0.434
S -1.776 0.234 0.081
H -1.346 2.430 0.864
H -1.767 2.561 -0.943
H 1.992 -1.780 1.338
H 1.534 -0.064 1.659
H 0.173 -1.897 -2.199

=====

Record 7
10
Properties=species:S:1:pos:R:3 method="wB97M-V/def2-TZVPD" smiles="CSC(=O)P" homo_lumo_gap_ev=9.925
C 0.056 -0.279 -0.803
C -0.869 0.685 1.555
O -0.123 1.015 -1.096
P 0.792 -1.209 -2.096
S -0.216 -0.855 0.737
H -1.577 1.192 0.996
H -0.040 1.365 1.723
H -1.345 0.332 2.476
H 1.720 -2.044 -1.193
H 1.602 -0.202 -2.299

=====

Record 8
10
Properties=species:S:1:pos:R:3 method="wB97M-V/def2-TZVPD" smiles="CSC(=O)P" homo_lumo_gap_ev=9.929
C -0.256 -0.532 -0.533
C 0.996 0.895 1.397
O -0.440 -1.212 0.524
P -0.686 -1.070 -2.235
S 0.570 0.947 -0.341
H 1.300 0.087 2.076
H 0.124 1.286 1.943
H 1.812 1.624 1.461
H -1.764 -0.038 -2.545
H -1.656 -1.987 -1.748

=====

Short version: energy above the lowest of the compared OMol25 structures with the same formula, charge and spin = 166.82, 57.17, 291.71, 263.90, 448.96, 248.54, 135.83, 105.09 kJ/mol, in the order given.
Short version: energy = -30468.82006, -32016.80310, -15030.42769, -13488.14011, -24321.58628, -24323.66353, -24324.83162, -24325.15027 eV, in the order given.